Entry 1:
The following is a quantum chemistry calculation of a single C4H10N2O molecule, from the OMol25 dataset.

Values from the calculation:
SMILES string: NCCCNC=O
Gap between HOMO and LUMO (hartree): 0.383
E_LUMO (eV): 0.82
HOMO (eV): -9.6131
M (g/mol): 102.14
Electronic energy (eV): -9337.3292

Each line ends with the Mulliken charge.
Geometry (Å):
N -1.037 -0.686 -1.845  -0.571
C 0.094 -1.274 -1.116  -0.659
C 1.123 -0.439 -0.362  -0.240
C 0.428 0.892 0.139  -1.064
N -0.564 0.672 1.149  -0.061
C -0.445 0.881 2.490  0.070
O -1.397 0.960 3.230  -0.560
H -1.462 0.111 -1.392  0.227
H -0.790 -0.379 -2.776  0.247
H -0.352 -2.070 -0.514  0.271
H 0.598 -1.842 -1.904  0.420
H 1.513 -0.834 0.577  0.292
H 1.926 -0.207 -1.088  0.301
H 0.014 1.386 -0.743  0.409
H 1.212 1.622 0.428  0.389
H -1.480 0.270 0.979  0.210
H 0.619 0.936 2.748  0.319

Entry 2:
The following is a quantum chemistry calculation of 7 unconnected molecules or ions with the total composition C69H88F2N12O5S2, from the OMol25 dataset.

Values from the calculation:
<S²>: 0.76
Gap between HOMO and LUMO (hartree): 0.150
Charge: +9
E_LUMO (eV): -17.58
HOMO (eV): -21.6505
Spin multiplicity: 2
M (g/mol): 1267.67
Electronic energy (eV): -128088.2836

Each line ends with the Mulliken charge.
Geometry (Å):
C -2.612 0.311 -1.295  -0.936
C -1.962 1.684 -1.111  2.460
C -2.466 2.440 -2.425  0.090
C -2.340 3.959 -2.494  -0.408
C -2.777 4.515 -1.157  -1.634
C -2.216 3.861 0.167  1.510
N -2.417 2.384 0.108  1.073
O -2.340 1.725 1.361  -0.358
C -3.117 4.511 1.278  -1.795
C -0.714 4.322 0.206  -1.511
C -0.444 1.560 -1.234  -1.090
H -2.320 -0.182 -2.223  -0.016
H -3.702 0.301 -1.290  -0.198
H -2.368 -0.355 -0.468  0.149
H -3.520 2.173 -2.516  -0.513
H -1.977 1.941 -3.261  -0.146
H -2.871 4.344 -3.364  0.496
H -1.292 4.195 -2.677  -0.079
H -3.805 4.877 -1.133  0.529
H -2.331 5.507 -1.224  0.540
H -3.048 5.596 1.201  0.509
H -2.855 4.250 2.303  0.337
H -4.172 4.285 1.126  0.348
H -0.126 3.561 0.719  -0.046
H -0.497 5.276 0.687  0.415
H -0.240 4.475 -0.763  0.432
H -0.040 1.225 -0.279  -0.280
H 0.076 2.483 -1.490  0.343
H 0.002 0.780 -1.851  -0.059
C 5.696 11.499 7.794  -0.799
N 5.258 10.403 6.987  0.046
C 5.765 9.138 7.068  -0.363
C 5.369 8.126 6.146  -0.561
C 4.437 8.402 5.148  0.706
C 4.015 9.713 5.101  -0.677
C 4.423 10.690 5.975  -0.180
C 4.000 7.406 4.140  0.450
C 3.357 6.251 4.636  -0.663
C 3.197 5.176 3.737  0.033
N 3.371 5.321 2.430  0.139
C 3.907 6.497 1.893  -0.415
C 4.181 7.590 2.749  -0.484
C 3.103 4.228 1.418  -1.054
H 6.719 11.802 7.572  0.413
H 5.723 11.293 8.864  0.370
H 5.125 12.393 7.544  0.259
H 6.561 8.954 7.774  0.477
H 5.736 7.113 6.225  0.507
H 3.407 10.026 4.265  0.475
H 3.982 11.675 5.939  0.402
H 3.040 6.037 5.646  0.459
H 2.717 4.284 4.112  0.330
H 4.225 6.464 0.861  0.522
H 4.540 8.501 2.295  0.546
H 2.343 4.669 0.773  0.497
H 2.634 3.410 1.965  0.192
H 4.016 3.869 0.944  0.377
C -5.529 -7.191 2.350  -0.830
N -5.589 -5.784 1.810  0.014
C -5.617 -5.536 0.451  -0.382
C -5.777 -4.212 -0.017  -0.696
C -5.856 -3.195 0.901  0.983
C -5.845 -3.500 2.263  -0.693
C -5.705 -4.794 2.657  -0.412
C -5.974 -1.747 0.415  0.943
C -6.536 -1.392 -0.875  -0.596
C -6.483 -0.043 -1.304  -0.579
N -5.918 0.927 -0.497  0.130
C -5.451 0.692 0.695  -0.222
C -5.429 -0.677 1.160  -0.893
C -6.005 2.320 -1.048  -0.806
H -6.551 -7.511 2.555  0.383
H -4.846 -7.295 3.193  0.355
H -5.224 -7.820 1.513  0.312
H -5.591 -6.323 -0.288  0.449
H -5.689 -4.088 -1.087  0.346
H -5.970 -2.752 3.032  0.609
H -5.616 -5.071 3.697  0.455
H -6.720 -2.205 -1.562  0.485
H -6.976 0.143 -2.247  0.595
H -5.021 1.538 1.210  0.522
H -4.836 -0.892 2.037  0.460
H -5.514 2.284 -2.021  0.237
H -5.604 3.049 -0.344  0.191
H -7.073 2.453 -1.221  0.527
C -4.813 -0.060 -4.650  -1.018
N -3.435 -0.147 -5.086  0.354
C -2.655 -1.239 -4.706  -0.543
C -1.358 -1.352 -5.209  -0.452
C -0.837 -0.505 -6.163  0.289
C -1.697 0.510 -6.630  -0.395
C -2.980 0.725 -6.086  -0.666
C 0.541 -0.578 -6.734  0.413
C 0.875 -0.623 -8.131  -0.261
C 2.184 -0.776 -8.608  -0.387
N 3.155 -1.089 -7.708  0.077
C 2.935 -1.047 -6.351  -0.670
C 1.673 -0.761 -5.858  -0.791
C 4.470 -1.474 -8.207  -0.975
H -5.040 0.962 -4.347  0.364
H -5.061 -0.679 -3.788  0.186
H -5.399 -0.221 -5.555  0.514
H -3.138 -1.913 -4.014  0.578
H -0.738 -2.171 -4.875  0.733
H -1.417 1.228 -7.387  0.464
H -3.593 1.575 -6.349  0.503
H 0.068 -0.582 -8.848  0.565
H 2.425 -0.971 -9.642  0.490
H 3.761 -1.342 -5.721  0.458
H 1.593 -0.544 -4.803  0.825
H 4.535 -1.012 -9.193  0.385
H 4.513 -2.554 -8.343  0.352
H 5.262 -1.073 -7.575  0.409
C 1.452 -2.158 -1.921  -0.868
N 2.215 -3.452 -2.026  0.166
C 1.534 -4.583 -1.701  0.032
C 2.194 -5.820 -1.858  -0.760
C 3.515 -5.916 -2.276  0.744
C 4.138 -4.718 -2.704  -0.611
C 3.443 -3.463 -2.627  -0.252
C 4.181 -7.196 -2.414  0.535
C 5.277 -7.494 -1.586  -0.608
C 5.895 -8.798 -1.732  -0.257
N 5.479 -9.714 -2.654  0.042
C 4.368 -9.504 -3.416  -0.279
C 3.635 -8.323 -3.186  -0.735
C 6.230 -11.010 -2.788  -0.824
H 2.065 -1.539 -1.266  0.567
H 0.539 -2.537 -1.463  0.207
H 1.182 -1.700 -2.872  0.091
H 0.483 -4.532 -1.457  0.481
H 1.576 -6.695 -1.998  0.385
H 5.126 -4.780 -3.138  0.564
H 3.921 -2.525 -2.868  0.586
H 5.695 -6.750 -0.925  0.494
H 6.658 -9.105 -1.032  0.418
H 4.106 -10.262 -4.139  0.478
H 2.705 -8.225 -3.726  0.440
H 5.501 -11.737 -3.145  0.345
H 6.629 -11.347 -1.831  0.354
H 6.971 -10.895 -3.579  0.354
C -0.996 -5.028 10.823  -0.802
N -0.874 -4.313 9.532  0.001
C -0.067 -4.800 8.598  -0.366
C 0.173 -4.031 7.459  -0.685
C -0.370 -2.792 7.177  1.453
C -1.222 -2.383 8.174  -0.637
C -1.515 -3.127 9.342  -0.312
C -0.125 -2.081 5.879  0.907
C -1.024 -1.087 5.343  -1.013
C -0.799 -0.520 4.081  -0.351
N 0.261 -0.887 3.341  0.227
C 1.072 -1.919 3.761  -0.006
C 0.988 -2.387 5.076  -0.982
C 0.486 -0.292 1.986  -1.146
H -0.370 -4.548 11.575  0.372
H -0.804 -6.100 10.784  0.344
H -2.024 -4.927 11.171  0.337
H 0.116 -5.839 8.828  0.408
H 0.612 -4.571 6.633  0.315
H -1.827 -1.499 8.037  0.345
H -2.329 -2.921 10.022  0.429
H -1.875 -0.736 5.907  0.361
H -1.459 0.222 3.655  0.733
H 1.846 -2.176 3.054  0.407
H 1.683 -3.151 5.391  0.495
H 0.299 0.773 2.120  0.405
H -0.252 -0.624 1.256  0.403
H 1.478 -0.477 1.575  0.299
N 1.688 4.398 -6.528  -0.218
S 0.794 3.857 -7.529  0.861
O -0.406 4.603 -7.934  -0.569
O 0.815 2.372 -7.711  -0.412
F 1.776 4.156 -8.772  -0.323
S 0.632 4.269 -5.316  0.957
O 0.244 2.889 -4.922  -0.312
O -0.378 5.311 -5.092  -0.533
F 1.799 4.544 -4.212  -0.332

Entry 3:
The following is a quantum chemistry calculation of a molecular structure, C26H32GdN2OP2, from the OMol25 dataset.

Values from the calculation:
<S²>: 16.74
Gap between HOMO and LUMO (alpha / beta) (hartree): 0.205 / 0.190
Charge: +1
E_LUMO (alpha / beta) (eV): -4.29 / -4.69
HOMO (alpha / beta) (eV): -9.8628 / -9.8559
Spin multiplicity: 8
M (g/mol): 607.75
Electronic energy (eV): -71911.3547

Each line ends with the Mulliken charge.
Geometry (Å):
C -0.004 -4.907 1.250  -0.483
C -0.759 -3.939 0.594  -0.190
C -1.601 -3.082 1.417  0.438
C -1.026 -2.742 2.685  0.530
C -0.175 -3.661 3.316  -0.625
C 0.240 -4.800 2.634  -0.642
C -1.251 -1.376 3.145  -0.272
C -2.559 -0.854 2.766  0.497
C -3.058 -1.294 1.498  0.281
C -3.733 -0.258 0.738  -0.104
C -4.483 0.678 1.447  -0.425
C -4.292 0.826 2.836  -0.774
C -3.270 0.130 3.464  -0.614
H 0.433 -5.732 0.686  0.448
H 0.113 -3.478 4.350  0.491
H 0.800 -5.579 3.147  0.410
H -0.928 -1.142 4.162  0.815
H -5.197 1.317 0.929  0.441
H -4.917 1.516 3.404  0.423
H -2.998 0.314 4.508  0.512
N -2.766 -2.525 0.984  -0.636
Gd 0.917 0.363 0.844  -0.284
C -0.578 -3.565 -0.852  -1.377
H -1.539 -3.237 -1.274  0.458
H -0.158 -4.397 -1.434  0.685
C -3.422 -0.155 -0.728  -1.496
H -3.422 -1.158 -1.174  0.500
H -4.132 0.499 -1.254  0.644
P 0.586 -2.075 -0.992  1.056
P -1.671 0.521 -0.956  0.968
C -2.051 2.310 -0.789  -1.329
H -1.156 2.902 -1.024  0.402
H -2.855 2.572 -1.497  0.485
H -2.378 2.544 0.235  0.300
C -1.667 0.397 -2.779  -1.313
H -2.415 1.095 -3.187  0.471
H -0.680 0.653 -3.178  0.364
H -1.933 -0.625 -3.081  0.358
C 2.169 -2.904 -0.569  -1.455
H 2.296 -3.791 -1.215  0.436
H 3.004 -2.214 -0.740  0.417
H 2.174 -3.218 0.480  0.359
C 0.752 -2.073 -2.809  -1.385
H 1.316 -1.185 -3.131  0.357
H 1.295 -2.976 -3.120  0.455
H -0.234 -2.059 -3.286  0.390
C 1.372 1.038 -1.424  0.299
O 1.695 1.411 -2.476  -0.210
H -0.251 -0.530 2.216  -0.026
C -1.126 2.834 3.340  -0.888
C 0.100 2.129 3.741  0.407
C 0.788 2.162 4.962  -0.876
C 1.896 1.283 4.845  -0.997
C 1.857 0.741 3.558  0.737
C 2.742 -0.264 2.909  -1.047
N 0.793 1.308 2.861  0.204
H -1.533 2.449 2.393  -0.131
H -0.935 3.916 3.223  0.395
H -1.905 2.718 4.113  0.269
H 0.499 2.767 5.811  0.496
H 2.661 1.050 5.582  0.462
H 3.668 -0.371 3.473  0.427
H 2.279 -1.275 2.872  0.240
H 3.070 0.043 1.874  0.251

Entry 4:
The following is a quantum chemistry calculation of a molecular structure, C19H24BBrN6O2S, from the OMol25 dataset.

Values from the calculation:
Gap between HOMO and LUMO (hartree): 0.260
E_LUMO (eV): -0.78
HOMO (eV): -7.8683
M (g/mol): 491.22
Electronic energy (eV): -114682.5136

Each line ends with the Mulliken charge.
Geometry (Å):
C -1.320 4.703 1.162  -0.642
O -0.530 5.012 0.034  -0.397
C 0.699 4.303 -0.007  -1.316
C 0.551 2.824 0.339  0.959
C -0.343 2.019 -0.450  -0.562
Br -1.228 2.865 -1.927  -0.113
C -0.608 0.688 -0.223  0.138
B -1.608 -0.231 -1.038  0.832
N -1.742 -0.300 -2.462  -0.461
O -2.463 -1.056 -0.306  -0.625
C 0.103 0.126 0.895  0.489
N 0.010 -1.136 1.325  -0.428
S 0.968 -1.276 2.608  0.093
N 1.575 0.211 2.672  -0.668
C 1.017 0.890 1.681  0.876
C 1.246 2.277 1.386  -0.058
N 2.120 2.974 2.224  -0.569
C 3.179 3.494 1.740  0.687
C 3.675 4.800 2.315  -1.172
C 4.028 2.866 0.664  -1.358
H -1.969 5.561 1.329  0.309
H -1.959 3.828 1.017  0.229
H -0.712 4.573 2.062  0.288
H 1.135 4.362 -1.003  0.565
H 1.345 4.780 0.727  0.163
H -2.628 0.089 -2.757  0.185
H -0.974 0.116 -2.968  0.191
H -2.937 -0.488 0.313  0.264
H 2.924 5.575 2.187  0.313
H 4.575 5.116 1.792  0.345
H 3.934 4.705 3.369  0.341
H 3.426 2.333 -0.069  0.308
H 4.785 2.228 1.115  0.305
H 4.555 3.659 0.135  0.469
N 0.280 -2.865 -1.533  0.363
C 1.248 -3.426 -0.752  -0.504
C 2.226 -3.913 -1.579  -0.560
C 1.831 -3.624 -2.915  -0.591
C 0.625 -2.975 -2.851  -0.519
H -0.559 -2.441 -1.183  0.083
H 1.147 -3.432 0.318  0.390
H 3.124 -4.419 -1.264  0.422
H 2.369 -3.867 -3.816  0.409
H -0.015 -2.586 -3.624  0.426
N -3.390 -4.961 -1.157  -0.004
C -3.255 -3.853 -0.365  -0.296
C -3.756 -4.163 0.871  -0.543
C -4.208 -5.512 0.822  -0.550
C -3.966 -5.976 -0.442  -0.521
H -3.109 -5.019 -2.118  0.203
H -2.819 -2.946 -0.743  0.607
H -3.794 -3.499 1.719  0.424
H -4.657 -6.074 1.624  0.394
H -4.153 -6.936 -0.892  0.388

M of number 4 (C19H24BBrN6O2S)? 491.22 g/mol

Which of these has the highest electronic energy? C4H10N2O

What did the fourth record say?
The following is a quantum chemistry calculation of a molecular structure, C19H24BBrN6O2S, from the OMol25 dataset.

Values from the calculation:
Gap between HOMO and LUMO (hartree): 0.260
E_LUMO (eV): -0.78
HOMO (eV): -7.8683
M (g/mol): 491.22
Electronic energy (eV): -114682.5136

Each line ends with the Mulliken charge.
Geometry (Å):
C -1.320 4.703 1.162  -0.642
O -0.530 5.012 0.034  -0.397
C 0.699 4.303 -0.007  -1.316
C 0.551 2.824 0.339  0.959
C -0.343 2.019 -0.450  -0.562
Br -1.228 2.865 -1.927  -0.113
C -0.608 0.688 -0.223  0.138
B -1.608 -0.231 -1.038  0.832
N -1.742 -0.300 -2.462  -0.461
O -2.463 -1.056 -0.306  -0.625
C 0.103 0.126 0.895  0.489
N 0.010 -1.136 1.325  -0.428
S 0.968 -1.276 2.608  0.093
N 1.575 0.211 2.672  -0.668
C 1.017 0.890 1.681  0.876
C 1.246 2.277 1.386  -0.058
N 2.120 2.974 2.224  -0.569
C 3.179 3.494 1.740  0.687
C 3.675 4.800 2.315  -1.172
C 4.028 2.866 0.664  -1.358
H -1.969 5.561 1.329  0.309
H -1.959 3.828 1.017  0.229
H -0.712 4.573 2.062  0.288
H 1.135 4.362 -1.003  0.565
H 1.345 4.780 0.727  0.163
H -2.628 0.089 -2.757  0.185
H -0.974 0.116 -2.968  0.191
H -2.937 -0.488 0.313  0.264
H 2.924 5.575 2.187  0.313
H 4.575 5.116 1.792  0.345
H 3.934 4.705 3.369  0.341
H 3.426 2.333 -0.069  0.308
H 4.785 2.228 1.115  0.305
H 4.555 3.659 0.135  0.469
N 0.280 -2.865 -1.533  0.363
C 1.248 -3.426 -0.752  -0.504
C 2.226 -3.913 -1.579  -0.560
C 1.831 -3.624 -2.915  -0.591
C 0.625 -2.975 -2.851  -0.519
H -0.559 -2.441 -1.183  0.083
H 1.147 -3.432 0.318  0.390
H 3.124 -4.419 -1.264  0.422
H 2.369 -3.867 -3.816  0.409
H -0.015 -2.586 -3.624  0.426
N -3.390 -4.961 -1.157  -0.004
C -3.255 -3.853 -0.365  -0.296
C -3.756 -4.163 0.871  -0.543
C -4.208 -5.512 0.822  -0.550
C -3.966 -5.976 -0.442  -0.521
H -3.109 -5.019 -2.118  0.203
H -2.819 -2.946 -0.743  0.607
H -3.794 -3.499 1.719  0.424
H -4.657 -6.074 1.624  0.394
H -4.153 -6.936 -0.892  0.388

Number 3 is which compound? C26H32GdN2OP2